{"formula": "C30H29F2FeN8S", "method": "ωB97M-V/def2-TZVPD", "elements": ["Fe", "N", "C", "N", "C", "N", "N", "C", "C", "C", "C", "C", "C", "N", "C", "C", "C", "C", "C", "C", "H", "H", "H", "H", "H", "H", "H", "H", "H", "H", "H", "F", "C", "C", "C", "C", "C", "F", "C", "C", "C", "C", "C", "C", "N", "H", "H", "H", "H", "H", "H", "C", "C", "N", "C", "S", "N", "C", "C", "H", "H", "H", "H", "H", "H", "H", "H", "H", "H", "H", "H"], "positions_angstrom": [[-0.99689, 0.18025, 0.22906], [2.35626, -0.75877, 3.17538], [1.59726, -0.67748, 2.09254], [0.57245, 0.11392, 1.95951], [0.24974, 0.96271, 3.01203], [-0.68441, 1.84683, 2.89935], [-1.25909, 1.83437, 1.66206], [-2.13030, 2.72042, 1.41352], [-2.68131, 2.73234, 0.06005], [-3.39654, 3.80269, -0.43802], [-3.77995, 3.78644, -1.77200], [-3.43918, 2.69740, -2.55491], [-2.73720, 1.65472, -1.97060], [-2.36870, 1.66843, -0.69106], [0.98053, 0.85540, 4.26827], [0.64258, 1.59425, 5.40702], [1.39097, 1.46528, 6.55494], [2.49605, 0.60980, 6.58292], [2.84024, -0.13118, 5.47284], [2.06923, -0.01074, 4.32348], [3.14261, -1.39034, 3.19129], [1.86863, -1.32116, 1.26347], [-2.42098, 3.45925, 2.15485], [-3.63231, 4.64016, 0.20549], [-4.33064, 4.61646, -2.19462], [-3.71182, 2.64653, -3.59937], [-2.46740, 0.77627, -2.54103], [-0.20994, 2.25708, 5.36103], [1.12727, 2.03015, 7.43870], [3.08754, 0.52473, 7.48481], [3.69344, -0.79965, 5.49315], [-2.95370, -1.71745, 4.95836], [-2.85760, -1.91244, 3.64182], [-2.25714, -0.92841, 2.86788], [-2.14432, -1.13691, 1.50769], [-2.66214, -2.28156, 0.90707], [-3.23047, -3.24251, 1.73755], [-3.68119, -4.39447, 1.21847], [-3.33764, -3.08565, 3.10251], [-2.54827, -2.38891, -0.54921], [-3.25723, -3.27858, -1.34996], [-3.04601, -3.27848, -2.71726], [-2.13386, -2.38837, -3.26719], [-1.49873, -1.51032, -2.41630], [-1.69942, -1.50231, -1.09299], [-1.91783, -0.03607, 3.37099], [-3.77845, -3.85972, 3.71534], [-3.97247, -3.95631, -0.91363], [-3.59165, -3.96720, -3.34870], [-1.92807, -2.36760, -4.32799], [-0.79134, -0.78116, -2.79507], [3.40575, 1.93426, -5.22277], [3.76073, 1.66941, -3.76787], [2.56335, 1.52441, -2.91752], [1.98208, 0.46934, -2.36729], [0.68621, 0.83911, -1.26504], [2.28554, -0.81004, -2.58593], [3.16696, -1.44654, -3.58291], [4.52051, -1.84418, -3.01251], [4.31509, 2.11437, -5.79582], [2.77078, 2.81634, -5.31230], [2.87935, 1.08875, -5.66927], [4.31928, 2.51102, -3.36116], [4.38571, 0.79452, -3.66246], [2.10114, 2.39188, -2.68857], [1.77326, -1.44556, -1.99617], [3.26901, -0.78693, -4.43589], [2.64034, -2.33470, -3.92886], [5.07050, -0.98247, -2.63217], [5.11966, -2.31594, -3.79139], [4.40414, -2.55917, -2.19761]], "multiplicity": 6, "total_charge": 2, "lumo_ev": [-5.86, -6.69]}

=====

{"formula": "C2O4S", "method": "ωB97M-V/def2-TZVPD", "elements": ["O", "S", "C", "O", "O", "C", "O"], "positions_angstrom": [[2.40805, -1.42336, -0.01603], [2.06707, -0.24587, 0.65175], [0.90524, 0.82128, -0.40319], [2.12263, 1.14742, -0.50081], [-1.63846, -0.30858, 0.85084], [-2.49019, -0.03963, 0.07909], [-3.37435, 0.04875, -0.66166]], "lumo_ev": -0.26, "smiles": "O=S1#CO1.O=C=O"}

=====

{"formula": "C4H9NO2", "method": "ωB97M-V/def2-TZVPD", "elements": ["C", "C", "N", "C", "C", "H", "H", "H", "H", "H", "H", "H", "O", "H", "H", "O"], "positions_angstrom": [[1.22295, 0.06826, -1.50460], [1.48215, 0.76399, -0.15788], [0.10142, 1.19442, 0.30639], [-0.92172, 0.36151, -0.47708], [-0.09415, -0.21786, -1.66213], [2.18971, 0.01938, -2.13760], [2.37874, 0.87038, 0.41777], [-0.07862, 2.05542, -0.26929], [-2.02582, 0.59858, -0.56915], [-0.50058, -0.56374, -2.53321], [0.11887, -2.89635, -0.09645], [-0.31525, -1.56438, 0.28346], [-0.21049, -2.48023, 0.74175], [-1.10825, 0.04642, 2.99759], [-0.72615, 0.86656, 1.92094], [-1.51284, 0.87763, 2.73952]], "multiplicity": 2, "total_charge": 1, "lumo_ev": [-7.32, -8.52]}

=====

{"formula": "C41H36IN2O8TeV", "method": "ωB97M-V/def2-TZVPD", "elements": ["V", "O", "C", "O", "C", "O", "C", "C", "O", "O", "H", "H", "H", "H", "H", "N", "C", "C", "C", "C", "C", "C", "C", "H", "H", "H", "H", "I", "C", "C", "C", "C", "C", "C", "C", "O", "O", "H", "H", "H", "H", "C", "C", "C", "C", "C", "C", "Te", "N", "C", "O", "C", "C", "C", "C", "C", "C", "C", "C", "C", "C", "C", "C", "C", "C", "C", "C", "H", "H", "H", "H", "H", "H", "H", "H", "H", "H", "H", "H", "H", "H", "H", "H", "H", "H", "H", "H", "H", "H", "H"], "positions_angstrom": [[1.93206, 0.20806, -1.48193], [4.64040, 0.68257, -4.59438], [3.91969, 0.67031, -3.47785], [2.73766, 0.38410, -3.46002], [4.70176, 1.02117, -2.22897], [4.08123, 0.31430, -1.20031], [4.39284, 0.61902, 0.16697], [3.26180, 0.07315, 1.06257], [3.49964, -0.00811, 2.25941], [2.17048, -0.22299, 0.46907], [4.04259, 0.46282, -5.32459], [4.61690, 2.10957, -2.09400], [5.74907, 0.73275, -2.35082], [4.44943, 1.70519, 0.28834], [5.34198, 0.15044, 0.42871], [1.75707, 7.70023, -0.53022], [1.74598, 6.55679, -0.67087], [1.73859, 5.13344, -0.84483], [1.72115, 4.57888, -2.12707], [1.73419, 3.20519, -2.27712], [1.76844, 2.28984, -1.19959], [1.75932, 2.90881, 0.06756], [1.74818, 4.28045, 0.25740], [1.69179, 5.23164, -2.99134], [1.68794, 2.82602, -3.29646], [1.75080, 2.28206, 0.95550], [1.74838, 4.69766, 1.25783], [-5.14490, -2.53579, -1.99882], [-3.08022, -2.74523, -1.83924], [-2.54399, -3.98983, -1.54450], [-1.17038, -4.10789, -1.40244], [-0.32844, -3.01793, -1.56760], [-0.89876, -1.77443, -1.88788], [-2.27652, -1.62922, -2.00620], [1.18211, -3.24661, -1.48329], [1.59109, -4.36936, -1.24774], [1.93560, -2.20824, -1.71531], [-3.18843, -4.84911, -1.41985], [-0.70931, -5.05744, -1.16387], [0.90609, -1.35193, -2.09410], [-2.69742, -0.65504, -2.21748], [-3.58714, 3.13966, 6.61099], [-3.01334, 2.43645, 5.41169], [-1.74545, 2.73897, 4.94130], [-1.19555, 2.09613, 3.83393], [0.17823, 2.50872, 3.38414], [-1.94869, 1.11468, 3.17663], [-1.10428, 0.15248, 1.49250], [-0.01671, -0.68406, -2.13866], [-0.28489, -0.00279, -3.37481], [-0.63059, 1.15098, -3.39381], [-0.15973, -0.78115, -4.65840], [0.60305, -1.93911, -4.76999], [0.67885, -2.60125, -5.98686], [-0.00982, -2.11748, -7.08850], [-0.76979, -0.95941, -6.98092], [-0.83831, -0.28979, -5.77130], [-1.18341, -1.80621, 2.26058], [-2.12673, -2.68535, 1.74322], [-2.19853, -3.99753, 2.18864], [-1.31337, -4.43072, 3.16029], [-0.36404, -3.55678, 3.67108], [-0.27049, -2.23869, 3.23355], [0.78567, -1.33878, 3.80352], [-3.24238, 0.80666, 3.62595], [-4.10824, -0.22114, 2.95548], [-3.74600, 1.47021, 4.73872], [-2.88789, 3.87665, 7.00588], [-3.81822, 2.43489, 7.41246], [-4.51425, 3.65878, 6.35934], [-1.15839, 3.49796, 5.44757], [0.63182, 3.17047, 4.12201], [0.13809, 3.04469, 2.43290], [0.83626, 1.65119, 3.22816], [1.15878, -2.31110, -3.92237], [1.27354, -3.50214, -6.06841], [0.04073, -2.64454, -8.03332], [-1.30942, -0.57929, -7.83899], [-1.41849, 0.61695, -5.66575], [-2.81600, -2.33412, 0.98330], [-2.94032, -4.66962, 1.77416], [-1.34791, -5.45415, 3.51379], [0.34040, -3.90990, 4.41579], [1.41043, -1.88928, 4.50734], [0.33623, -0.49630, 4.33497], [1.42910, -0.93011, 3.02142], [-4.03609, -0.15274, 1.86914], [-5.14967, -0.08878, 3.25173], [-3.80623, -1.23527, 3.22271], [-4.74671, 1.22576, 5.08252]], "multiplicity": 2, "total_charge": -1, "lumo_ev": [1.79, 1.79]}